[1]
Below is a 2-piece molecular cluster, CH2INO overall in a non-equilibrium geometry, with properties calculated with ωB97M-V/def2-TZVPD.

Properties
total energy	-466.949919	hartree
charge	0
structure (SMILES)	N=C=O.I

Last columns: bonded neighbours and bond lengths (Å).
Cartesian coordinates (Å):
1 N -0.22047 0.96264 0.15599  C2 1.209, H4 1.035
2 C -0.80545 0.11054 -0.47059  N1 1.209, O3 1.153
3 O -1.50139 -0.63075 -1.01448  C2 1.153
4 H -0.35043 1.90836 0.55669  N1 1.035
5 I 1.26754 -1.60111 0.91540  H6 1.401
6 H 1.61020 -0.74969 -0.14301  I5 1.401

[2]
Below is a 2-piece molecular cluster, CH2INOS overall in a non-equilibrium geometry, with properties calculated with ωB97M-V/def2-TZVPD.

Properties
total energy	-865.045322	hartree
charge	0

Last columns: bonded neighbours and bond lengths (Å).
Cartesian coordinates (Å):
1 C 0.48629 -0.73194 0.38340  N2 1.297, S4 1.550
2 N -0.63969 -0.22532 0.78043  C1 1.297, H6 0.992, H7 1.036
3 O 0.86786 0.45987 -1.70845  I5 1.936
4 S 1.70793 -1.68486 0.44320  C1 1.550
5 I -0.56451 1.73461 -1.97366  O3 1.936
6 H -1.13081 0.47758 0.28083  N2 0.992
7 H -0.72708 -0.02993 1.79426  N2 1.036

Q: Which value of total energy does entry 2 give?
A: -865.045322 hartree

Q: The highest total energy belongs to which entry?
A: CH2INO

Q: Which value of total energy does entry 2 give?
A: -865.045322 hartree